Formula: C19H27FHfNP
Source: the OMol25 dataset
Level of theory: ωB97M-V/def2-TZVPD

Structure (XYZ):
```
50
Properties=species:S:1:pos:R:3
C -2.40 0.64 -3.22
C -2.14 -0.59 -2.60
C -1.40 -0.65 -1.40
C -0.95 0.55 -0.79
C -1.15 1.77 -1.50
C -1.92 1.83 -2.67
C -1.23 -2.01 -0.75
C 0.17 -2.71 -0.76
N 1.36 -1.89 -0.74
Hf 0.40 0.72 1.00
C -0.47 3.04 -1.00
P 1.18 2.67 -0.17
H -2.53 -1.52 -3.05
H -2.12 2.81 -3.13
H -2.97 0.67 -4.15
H -1.08 3.58 -0.25
H -0.19 3.74 -1.80
H -1.60 -1.99 0.30
H -1.89 -2.72 -1.26
H 0.22 -3.37 0.11
C 1.70 4.19 0.63
C 2.26 2.55 -1.64
H 0.22 -3.37 -1.65
C 1.78 -1.33 -2.03
C 2.48 -2.30 0.14
H 1.37 1.82 2.20
H 2.20 -2.13 -2.67
H 0.93 -0.87 -2.51
H 2.54 -0.57 -1.87
H 3.14 -3.03 -0.37
H 3.06 -1.44 0.43
H 2.08 -2.75 1.04
H 2.36 3.56 -2.05
H 3.25 2.17 -1.33
H 1.84 1.86 -2.39
H 1.79 4.97 -0.14
H 0.96 4.46 1.40
H 2.68 4.00 1.11
H 1.00 1.22 2.65
F -2.80 -3.17 4.81
C -2.10 -2.31 3.99
C -0.73 -2.34 4.06
C 0.02 -1.44 3.23
C -0.71 -0.54 2.41
C -2.12 -0.56 2.32
C -2.85 -1.46 3.18
H -0.19 -3.01 4.76
H 1.10 -1.41 3.24
H -2.64 0.10 1.65
H -3.93 -1.43 3.20
```

Results
total energy: -34923.0374 eV
LUMO energy: -0.313 hartree
energy relative to the best compared isomer or geometry (same formula, charge and spin): 0.0 kcal per mole
maximum force: 0.2097 Eh/bohr
total charge: +2
frontier orbital gap: 0.2356 hartree
E_HOMO: -14.931 eV

***

Formula: C5H5NO
Source: the OMol25 dataset
Level of theory: ωB97M-V/def2-TZVPD

Structure (XYZ):
```
12
Properties=species:S:1:pos:R:3
C -2.27 0.17 0.36
C -0.04 1.17 -0.22
C -0.91 0.20 0.13
C 1.20 0.46 -0.04
C 0.31 -0.71 0.39
N -3.40 0.06 0.21
O 0.43 -1.91 -0.17
H -0.31 2.20 -0.64
H 1.91 0.34 -0.94
H 1.85 0.97 0.73
H 0.52 -1.07 1.37
H 0.71 -1.89 -1.18
```

Results
total energy: -8800.4661 eV
LUMO energy: 0.014 hartree
energy relative to the best compared isomer or geometry (same formula, charge and spin): 68.1 kcal per mole
maximum force: 0.1288 Eh/bohr
frontier orbital gap: 0.3811 hartree
E_HOMO: -10.002 eV

***

Formula: C30H45N5O4RhSi2Te
Source: the OMol25 dataset
Level of theory: ωB97M-V/def2-TZVPD

Structure (XYZ):
```
88
Properties=species:S:1:pos:R:3
Rh -0.83 -1.32 0.49
O -4.91 0.48 0.70
C -4.72 1.23 1.81
C -5.68 2.20 2.09
C -5.55 3.01 3.20
C -4.46 2.87 4.06
C -3.50 1.92 3.78
C -3.61 1.09 2.65
C -2.50 0.16 2.33
O -2.68 -0.69 1.35
N -1.36 0.32 2.94
N -0.44 -0.62 2.45
C 0.39 -1.06 3.32
C 1.18 -2.25 3.21
C 2.10 -2.54 4.23
C 2.80 -3.72 4.25
C 2.56 -4.66 3.24
C 1.65 -4.41 2.24
C 0.93 -3.20 2.19
O 0.12 -3.03 1.17
H -4.21 -0.20 0.72
H -6.53 2.29 1.42
H -6.31 3.75 3.41
H -4.37 3.49 4.93
H -2.65 1.79 4.43
H 0.39 -0.54 4.28
H 2.24 -1.81 5.02
H 3.50 -3.93 5.04
H 3.09 -5.60 3.24
H 1.45 -5.14 1.47
O -2.37 -3.32 -1.18
C -1.84 -2.52 -0.59
C 1.73 -4.18 -3.90
Si 1.59 -2.37 -4.32
C 3.26 -1.53 -4.21
C 0.82 -2.10 -5.99
C 0.42 -1.57 -3.04
Te 1.23 -1.65 -1.08
C 2.12 0.27 -1.23
Si 3.56 0.65 -0.06
C 4.22 2.31 -0.58
C 2.93 0.70 1.70
C 4.84 -0.69 -0.25
H 2.50 -4.65 -4.52
H 0.80 -4.70 -4.09
H 2.01 -4.34 -2.86
H 3.95 -2.00 -4.92
H 3.71 -1.62 -3.22
H 3.20 -0.47 -4.47
H 1.43 -2.55 -6.78
H 0.70 -1.04 -6.22
H -0.17 -2.57 -6.05
H -0.52 -2.12 -3.04
H 0.22 -0.52 -3.25
H 1.30 0.99 -1.15
H 2.49 0.30 -2.26
H 3.44 3.08 -0.54
H 4.61 2.29 -1.60
H 5.04 2.63 0.08
H 2.53 1.68 1.96
H 3.73 0.47 2.41
H 2.15 -0.05 1.86
H 5.25 -0.71 -1.26
H 4.43 -1.68 -0.03
H 5.67 -0.52 0.44
C -0.72 4.24 0.70
C -0.33 3.08 1.57
N -0.34 1.87 0.76
C -1.24 1.61 -0.20
N -1.33 0.36 -0.66
C -2.34 0.09 -1.69
C -2.54 1.28 -2.61
C -2.94 2.46 -1.76
N -1.95 2.64 -0.70
C -2.04 3.92 0.02
H 0.05 4.41 -0.06
H -0.82 5.15 1.29
H -1.02 2.96 2.41
H 0.67 3.21 1.98
H 0.09 1.06 1.18
H -3.30 -0.14 -1.23
H -2.02 -0.78 -2.27
H -3.32 1.06 -3.34
H -1.62 1.50 -3.16
H -3.93 2.31 -1.33
H -2.95 3.38 -2.35
H -2.85 3.87 0.75
H -2.29 4.68 -0.71
```

Results
total energy: -73534.9637 eV
LUMO energy: -0.132 hartree
energy relative to the best compared isomer or geometry (same formula, charge and spin): 0.0 kcal per mole
maximum force: 0.0244 Eh/bohr
total charge: +1
frontier orbital gap: 0.2431 hartree
E_HOMO: -10.208 eV

***

Formula: C31H41Cl2N6O5PSeW
Source: the OMol25 dataset
Level of theory: ωB97M-V/def2-TZVPD

Structure (XYZ):
```
88
Properties=species:S:1:pos:R:3
W 0.29 -0.34 0.77
Cl -6.29 -2.52 3.33
C -4.74 -1.88 2.96
C -4.01 -1.23 3.97
C -2.77 -0.70 3.72
Cl -1.88 0.11 4.94
C -2.20 -0.83 2.44
O -1.01 -0.31 2.20
C -2.93 -1.48 1.43
C -2.39 -1.57 0.12
O -1.24 -1.16 -0.18
C -4.22 -2.01 1.70
H -4.44 -1.13 4.96
H -2.98 -2.01 -0.68
H -4.78 -2.50 0.92
N -2.19 6.83 -0.05
C -1.81 5.76 0.05
C -1.33 4.41 0.19
C 0.03 4.14 0.18
C 0.45 2.83 0.31
N -0.40 1.80 0.44
C -1.72 2.07 0.44
C -2.22 3.35 0.32
H 0.76 4.93 0.08
H 1.51 2.58 0.30
H -2.39 1.23 0.53
H -3.29 3.52 0.33
Se 1.36 -2.45 1.46
C 1.28 -3.96 0.28
C 0.14 -4.33 -0.42
C 0.20 -5.47 -1.22
N 1.29 -6.21 -1.36
C 2.37 -5.86 -0.67
C 2.42 -4.74 0.16
H -0.78 -3.77 -0.36
H -0.67 -5.78 -1.78
H 3.24 -6.49 -0.77
H 3.32 -4.51 0.72
O 1.36 0.46 2.53
H 1.92 -0.20 2.99
H 0.70 0.75 3.18
C -1.57 0.90 -2.89
O -0.32 0.56 -2.29
H -1.53 0.83 -3.98
H -1.89 1.91 -2.61
H -2.31 0.18 -2.53
H 0.35 1.15 -2.64
O 1.84 0.30 -0.23
P 3.32 -0.05 -0.66
N 4.22 -0.32 0.66
C 4.45 0.70 1.70
C 4.83 -0.15 2.91
C 5.69 -1.25 2.27
C 4.96 -1.58 0.97
N 3.23 -1.34 -1.63
C 4.43 -1.84 -2.35
C 3.86 -2.44 -3.63
C 2.49 -2.94 -3.19
C 1.99 -1.81 -2.31
N 3.90 1.26 -1.43
C 5.25 1.85 -1.29
C 5.56 2.35 -2.70
C 4.20 2.82 -3.19
C 3.24 1.76 -2.66
H 3.56 1.31 1.85
H 5.27 1.36 1.43
H 3.94 -0.59 3.37
H 5.36 0.42 3.67
H 5.80 -2.12 2.90
H 6.68 -0.86 2.06
H 4.25 -2.39 1.09
H 5.66 -1.83 0.17
H 4.93 -2.60 -1.76
H 5.14 -1.02 -2.53
H 4.51 -3.22 -4.03
H 3.76 -1.67 -4.40
H 2.59 -3.86 -2.60
H 1.82 -3.14 -4.02
H 1.24 -2.13 -1.59
H 1.56 -1.01 -2.92
H 5.97 1.10 -0.94
H 5.24 2.68 -0.58
H 5.93 1.52 -3.31
H 6.31 3.13 -2.70
H 4.14 2.91 -4.27
H 3.96 3.79 -2.76
H 3.10 0.94 -3.37
H 2.26 2.18 -2.42
```

Results
total energy: -153486.0894 eV
LUMO energy (spin up / spin down): -0.236 / -0.236 hartree
energy relative to the best compared isomer or geometry (same formula, charge and spin): 0.0 kcal per mole
maximum force: 0.0133 Eh/bohr
total charge: +2
frontier orbital gap (spin up / spin down): 0.2635 / 0.2635 hartree
E_HOMO (spin up / spin down): -13.580 / -13.580 eV

***

Formula: C35H45N4O2
Source: the OMol25 dataset
Level of theory: ωB97M-V/def2-TZVPD

Structure (XYZ):
```
86
Properties=species:S:1:pos:R:3
C -5.30 3.51 -1.15
C -4.49 2.43 -1.80
C -3.86 1.46 -1.03
C -3.06 0.47 -1.61
C -2.51 -0.62 -0.71
C -2.82 0.50 -2.99
C -1.87 -0.46 -3.67
C -2.58 -1.76 -4.04
C -0.51 -0.79 -2.95
C 0.08 0.29 -2.15
C 1.44 0.67 -2.29
C 1.79 1.94 -2.86
C 0.75 2.75 -3.59
C 3.11 2.37 -2.78
C 4.12 1.54 -2.28
C 5.52 2.04 -2.14
C 3.79 0.23 -1.89
C 2.48 -0.24 -1.93
C 2.15 -1.64 -1.55
C -3.56 1.40 -3.80
C -3.50 1.35 -5.31
C -4.36 2.36 -3.19
H -5.69 4.20 -1.90
H -6.15 3.10 -0.59
H -4.70 4.09 -0.43
H -3.98 1.46 0.06
H -2.87 -1.63 -0.97
H -1.42 -0.64 -0.68
H -2.82 -0.43 0.33
H -1.56 0.01 -4.62
H -3.49 -1.55 -4.61
H -1.94 -2.40 -4.66
H -2.86 -2.31 -3.13
H -0.60 -1.71 -2.34
H 0.19 -1.05 -3.76
H -0.58 0.95 -1.59
H 1.13 3.76 -3.80
H 0.49 2.31 -4.57
H -0.19 2.83 -3.02
H 3.36 3.38 -3.13
H 6.16 1.27 -1.70
H 5.94 2.35 -3.11
H 5.57 2.92 -1.48
H 4.57 -0.46 -1.56
H 3.06 -2.22 -1.36
H 1.54 -1.66 -0.65
H 1.57 -2.17 -2.32
H -4.18 2.10 -5.72
H -2.50 1.56 -5.71
H -3.82 0.37 -5.71
H -4.89 3.09 -3.81
C -0.59 -5.74 2.77
C -0.72 -4.28 2.39
O -1.48 -3.89 1.51
N 0.08 -3.39 3.14
C 0.62 -3.78 4.45
C 0.52 -2.62 5.43
N 1.12 -1.43 4.87
C 1.33 -0.36 5.82
C 2.23 0.71 5.24
N 1.77 1.15 3.91
C 1.94 2.49 3.51
C 2.92 3.28 4.34
O 1.33 2.98 2.57
C 1.16 0.20 3.07
C 0.98 0.42 1.69
N 0.53 -0.52 0.85
C 0.21 -1.74 1.33
C 0.32 -2.08 2.69
C 0.86 -1.10 3.56
H 0.44 -6.08 2.66
H -0.94 -5.92 3.79
H -1.22 -6.30 2.08
H 0.05 -4.61 4.85
H 1.67 -4.10 4.34
H -0.54 -2.45 5.68
H 1.08 -2.86 6.35
H 0.37 0.10 6.12
H 1.81 -0.80 6.70
H 2.21 1.56 5.92
H 3.27 0.35 5.18
H 3.92 2.84 4.29
H 2.96 4.29 3.92
H 2.60 3.36 5.39
H 1.20 1.38 1.23
H -0.15 -2.45 0.59
```

Results
total energy: -47074.5555 eV
LUMO energy: -0.176 hartree
maximum force: 0.0296 Eh/bohr
total charge: +1
frontier orbital gap: 0.1986 hartree
E_HOMO: -10.198 eV